Formula: C5H7NO
Source: the OMol25 dataset
Level of theory: ωB97M-V/def2-TZVPD

Values from the calculation:
Energy relative to the best compared isomer or geometry (same formula, charge and spin) in kcal per mole: 123.96
Kohn-Sham gap in eV: 9.25
M in u: 97.12
Lowest unoccupied orbital energy in eV: 0.754

The geometry in ORCA input format:
```
! wB97M-V def2-TZVPD RIJCOSX def2/J DEFGRID3
* xyz 0 1
O 1.7709 -0.8465 -0.8899
N -0.6001 0.6618 1.1946
C -0.1979 -0.7231 0.6755
C 1.1879 -0.2571 0.2408
C -1.0827 -0.4630 -0.5425
C -0.7463 1.0024 -0.2545
C 0.7005 1.2081 0.0556
H -1.3765 1.8449 -0.5328
H 0.2077 1.2787 1.5560
H -0.3578 -1.5896 1.3204
H -0.7592 -0.8923 -1.4950
H 1.5060 -0.3305 -1.6615
H 1.9101 -0.3435 1.0613
H -2.1340 -0.6927 -0.3556
*
```

=====

Formula: C5H7N3
Source: the OMol25 dataset
Level of theory: ωB97M-V/def2-TZVPD

Values from the calculation:
Energy relative to the best compared isomer or geometry (same formula, charge and spin) in kcal per mole: 119.82
Kohn-Sham gap in eV: 9.46
M in u: 109.13
Lowest unoccupied orbital energy in eV: 0.761

The geometry in ORCA input format:
```
! wB97M-V def2-TZVPD RIJCOSX def2/J DEFGRID3
* xyz 0 1
N -1.1460 -1.6820 0.1666
N -0.0293 -2.2197 -0.0223
N 0.8484 -1.1025 -0.2139
C -1.0980 -0.4139 -0.1377
C 0.1964 -0.0257 -0.1060
C 1.3540 0.9135 0.0661
C -2.3074 0.4499 -0.0768
C 2.1637 -0.4762 -0.0544
H -2.0072 1.5052 0.4775
H -2.7930 0.9064 -0.9462
H -3.2852 0.0573 0.3380
H 2.7843 -0.4538 -0.9634
H 1.3381 1.9011 -0.5490
H 1.1766 1.3781 1.1591
H 2.8046 -0.7378 0.8624
*
```

=====

Formula: C21H30As3N6NiO10S4
Source: the OMol25 dataset
Level of theory: ωB97M-V/def2-TZVPD

Values from the calculation:
Energy relative to the best compared isomer or geometry (same formula, charge and spin) in kcal per mole: 37.35
Kohn-Sham gap in eV: 5.51
M in u: 938.23
Lowest unoccupied orbital energy in eV: 1.982

The geometry in ORCA input format:
```
! wB97M-V def2-TZVPD RIJCOSX def2/J DEFGRID3
* xyz -1 1
As -0.3802 -2.3846 0.4390
As 1.2321 -5.9238 0.2836
As 1.6105 0.1333 2.5371
Ni -0.2959 0.6611 0.5248
S -0.5075 -0.0307 2.7532
S 2.7033 0.6041 4.2556
S 1.9688 1.4761 0.9239
S 2.4874 -1.9304 1.8952
O -1.2491 -5.6905 -2.9417
O -2.9688 -3.8553 -1.4509
O 1.5722 -4.6478 3.3064
O -1.1164 3.0998 0.7685
O 3.4380 -4.2673 -1.2745
O 0.0638 -2.9942 3.4696
O -0.2311 -7.2907 -1.7206
O 2.0581 -2.5382 -1.1239
O -1.4073 -2.7334 -2.6177
O -0.5616 4.4005 -0.8679
N 0.6979 -0.1244 -1.4349
N -0.2867 2.1937 -0.9761
N 0.9941 0.9210 -2.3196
N -2.3602 0.4240 0.3166
N -0.6560 3.2949 -0.3383
N 1.0551 3.2404 -2.5993
C -0.1403 -5.1414 -0.8923
C -1.8120 -3.5645 -1.6428
C -2.9269 -0.1979 -0.7112
C 4.2886 -5.0992 -0.5158
C -0.6921 -3.9294 -0.7535
C -2.3829 -2.4126 -3.5979
C 1.9057 -4.1365 0.5842
C -3.1575 0.9397 1.2507
C -4.5342 0.8305 1.2002
C 0.6002 2.1564 -1.9493
C 2.4507 -3.5878 -0.6092
C 1.1915 -3.1976 1.4395
C -0.6473 -8.2639 -2.6586
C -0.6096 -6.0151 -1.9667
C -0.1040 -3.2750 4.8439
C -5.1354 0.1634 0.1389
C -2.0091 -2.8137 1.4727
C -6.6204 -0.0035 0.0780
C 0.9740 -3.7173 2.8159
C -0.0927 -6.3137 1.6899
C -4.2954 -0.3517 -0.8408
H -0.8457 -2.5653 5.2041
H -3.3733 -2.3646 -3.1390
H -2.8478 -2.8101 0.7755
H -0.4462 -4.3060 4.9772
H -0.6933 -5.4409 1.9337
H 1.9372 3.2059 -3.0802
H -2.3819 -3.1885 -4.3667
H -0.7529 -7.0914 1.3008
H 4.1983 -4.8739 0.5544
H 0.7333 4.1194 -2.1961
H -0.1753 -8.0909 -3.6294
H -1.9730 -3.7824 1.9660
H -6.9523 -0.2306 -0.9324
H -2.1659 -2.0390 2.2195
H 0.3917 -6.6795 2.5921
H -1.7333 -8.2329 -2.7831
H 4.0470 -6.1581 -0.6853
H 1.8164 0.8327 -2.9098
H -2.2526 -0.5918 -1.4618
H 5.3105 -4.9005 -0.8471
H 1.5547 -0.4918 -0.9972
H -6.9211 -0.8259 0.7271
H -2.6706 1.4510 2.0718
H -5.1338 1.2643 1.9861
H -7.1200 0.8964 0.4309
H -2.1037 -1.4506 -4.0220
H 0.2823 -0.9201 -1.9231
H 0.8412 -3.1376 5.3732
H -0.3393 -9.2244 -2.2533
H -4.7053 -0.8740 -1.6925
*
```

=====

Formula: C22H44IrN5O2SSi
Source: the OMol25 dataset
Level of theory: ωB97M-V/def2-TZVPD

Values from the calculation:
Expectation value of S²: 0.763
Energy relative to the best compared isomer or geometry (same formula, charge and spin) in kcal per mole: 1.39
Kohn-Sham gap (spin up / spin down) in eV: 7.73 / 6.77
M in u: 663.00
Lowest unoccupied orbital energy (spin up / spin down) in eV: -3.528 / -4.495

The geometry in ORCA input format:
```
! wB97M-V def2-TZVPD RIJCOSX def2/J DEFGRID3
* xyz 1 2
Ir -0.2936 -0.0029 0.1354
S -0.8275 0.7455 1.9966
Si -0.3215 -2.1874 1.1567
O -2.6960 -0.0620 -1.6347
O -2.1503 -0.9954 -3.5048
N -1.9133 -0.5449 -2.3977
N 0.3767 -1.4055 -3.9250
N -0.5941 -0.5440 -1.9141
N 1.5745 -0.1680 -0.8202
N 1.6012 -0.8954 -2.0347
C 1.1389 -3.8804 2.8607
C 2.4584 -2.0995 1.7297
C -2.3833 -2.2219 3.1807
C 3.2594 2.9894 -0.8005
C -0.2929 2.8206 -2.2255
C -2.5447 3.2737 -1.1937
C 0.4046 -0.9747 -2.6744
C 1.1037 2.7060 -2.1374
C -0.9916 2.6240 -3.5509
C 0.0560 -3.2997 -0.3266
C -2.0582 -2.6969 1.7623
C -0.3895 3.5453 0.0882
C 0.9939 3.3854 0.1939
C 1.1155 -2.4113 2.4079
C 1.8796 2.2664 -3.3629
C -1.1699 4.1947 1.2036
C -1.0416 3.1967 -1.1048
C 1.7493 2.9981 -0.9260
C 1.6903 3.6610 1.5028
C -3.1142 -2.1328 0.8014
C 1.0426 -1.5245 3.6557
C -2.1815 -4.2313 1.7246
H -2.9182 -2.4072 -0.2395
H -2.0763 -4.6278 0.7134
H 0.1158 -1.6499 4.2138
H -1.3898 1.6144 -3.6927
H -3.4113 -2.5039 3.4293
H 3.6303 2.1847 -0.1553
H -1.9761 4.8063 0.8027
H 2.0567 3.0936 -4.0548
H 0.2430 -4.1469 3.4212
H -1.7349 -2.6846 3.9266
H -0.5285 -1.5699 -4.3441
H 1.0333 3.4704 2.3491
H 0.9807 -3.0418 -0.8431
H -0.7627 -3.2719 -1.0501
H 1.1490 -0.4669 3.4115
H -2.8769 4.2373 -1.5916
H -4.0940 -2.5452 1.0620
H -3.1796 -4.5103 2.0755
H 1.9920 -4.0352 3.5286
H -0.5361 4.8476 1.7989
H 1.7622 0.8313 -1.0080
H 2.0250 4.7001 1.5759
H 2.6090 -2.6526 0.7966
H -1.6233 3.4679 1.8840
H 2.8590 1.8571 -3.1168
H -3.1845 -1.0466 0.8589
H -1.8381 3.3013 -3.6457
H 0.1541 -4.3337 0.0101
H -0.3305 2.8269 -4.3901
H 2.4332 -0.7939 -2.6004
H 1.8677 -1.7841 4.3272
H 3.7651 2.9088 -1.7577
H -1.4614 -4.7404 2.3642
H 2.5707 3.0329 1.6303
H -3.0068 3.1465 -0.2173
H 3.6056 3.9168 -0.3436
H 1.2451 -4.5816 2.0302
H 1.1801 -1.8813 -4.3036
H 3.2825 -2.3684 2.3965
H -2.3100 -1.1379 3.2889
H 2.2585 -0.5729 -0.1870
H 1.3356 1.5067 -3.9277
H 2.5504 -1.0221 1.5499
H -2.9463 2.4983 -1.8428
*
```

=====

Formula: C18H33BaN3O3
Source: the OMol25 dataset
Level of theory: ωB97M-V/def2-TZVPD

Values from the calculation:
Energy relative to the best compared isomer or geometry (same formula, charge and spin) in kcal per mole: 230.46
Kohn-Sham gap (spin up / spin down) in eV: 3.87 / 3.78
M in u: 476.81
Lowest unoccupied orbital energy (spin up / spin down) in eV: -7.972 / -8.035

The geometry in ORCA input format:
```
! wB97M-V def2-TZVPD RIJCOSX def2/J DEFGRID3
* xyz 2 1
Ba 1.1070 -2.0256 -1.0187
O 0.2041 -0.2149 0.5412
O -1.2310 -2.4968 0.0304
O -3.3826 -2.1299 0.5619
N -2.0209 -0.3691 0.8879
N 2.8570 -1.9841 1.1479
N 1.9869 -4.3924 -0.2484
C -0.4292 1.4885 1.8381
C -0.7746 0.2835 1.1336
C -2.1336 2.8401 -2.6282
C -1.6010 5.0342 -1.3442
C 1.0233 -5.3480 0.3279
C 3.3040 -4.3685 0.4639
C 0.7952 2.1646 1.3510
C -0.8705 5.3264 -0.1563
C 3.4153 -0.6159 1.1274
C -4.1866 -1.0784 1.1666
C 2.1308 -4.6330 -1.7026
C 3.8642 -2.9423 0.5998
C -3.1229 4.9024 -3.1852
C 2.4722 -2.3339 2.5345
C -3.4013 0.1754 1.0117
C -1.7520 6.5345 -1.5670
C -2.1905 4.2021 -2.2866
C -2.1352 -1.7101 0.4549
H -1.1987 5.0335 0.9195
H -3.6925 0.7054 0.0946
H 4.0325 -4.9770 -0.0937
H 0.5078 2.4054 0.2544
H 1.0211 -5.2397 1.4209
H -2.5423 5.4986 -3.8567
H -4.2972 -1.3000 2.2247
H 3.3611 -2.5745 3.1541
H 2.5590 -5.6274 -1.9316
H -3.7996 5.5368 -2.6536
H 1.0744 3.2717 1.5008
H 3.1618 -4.8183 1.4569
H -3.3921 0.8435 1.8620
H 1.9619 -1.4726 2.9879
H 4.7594 -2.9723 1.2541
H 4.1955 -2.5656 -0.3864
H -1.3951 6.7901 -2.5706
H 2.6908 0.0881 1.5604
H 1.7881 -3.1938 2.5518
H -1.1969 7.2045 -0.8627
H 0.2777 5.2218 -0.1344
H 1.1313 -4.5879 -2.1803
H 1.2722 -6.3953 0.0670
H -5.1535 -1.0659 0.6788
H -1.3179 2.1573 1.3636
H -3.6606 4.1794 -3.7511
H -2.8041 6.8327 -1.4750
H 0.0164 -5.1160 -0.0554
H 4.3582 -0.5623 1.7079
H 2.8039 -3.8777 -2.1622
H 3.6380 -0.3115 0.0905
H -1.2513 2.3078 -2.1324
H -2.8373 2.2724 -1.9450
*
```

=====

Formula: C35H44BeGeN7O
Source: the OMol25 dataset
Level of theory: ωB97M-V/def2-TZVPD

Values from the calculation:
Kohn-Sham gap in eV: 6.48
M in u: 660.41
Lowest unoccupied orbital energy in eV: 2.390

The geometry in ORCA input format:
```
! wB97M-V def2-TZVPD RIJCOSX def2/J DEFGRID3
* xyz -1 1
Ge -0.0857 -2.7595 -1.1199
O 1.6408 5.3067 4.4998
N 1.1354 1.2491 -1.3837
N -3.8625 0.8947 2.2042
N -3.1749 0.5268 -0.0909
N 0.0965 4.9227 2.8009
N -5.8093 2.3166 1.5470
N 0.7725 3.2551 4.1833
N -1.9998 -0.2948 1.6478
C 2.9224 -2.2532 2.6891
C 1.8196 2.6400 4.9330
C 1.9576 0.6792 -0.2941
C -3.2294 -5.5956 -1.5140
C -0.5610 2.7011 4.3092
C -0.8697 -1.0808 -1.3765
C -4.9095 1.6184 1.7473
C -2.0781 3.5306 -4.1394
C 1.5468 -2.3397 2.8509
C 0.4344 2.4340 -0.9235
C 3.0909 -4.7733 -4.1297
C -1.9796 2.1999 -3.7567
C 1.2693 -3.4430 -2.4197
C -1.4471 4.5597 -3.4159
C 1.1050 -2.6947 0.4964
C 2.6321 -5.4160 -2.9633
C -3.0123 -6.5106 -0.4994
C -1.9337 -6.3848 0.3224
C 0.8711 4.5809 3.8670
C -0.6846 4.2600 -2.3317
C 3.3907 -2.3377 1.3517
C -3.0300 0.4561 1.2789
C 1.9627 1.6491 -2.5841
C 0.6598 -2.5495 1.8043
C -1.0923 1.8503 -2.7383
C 1.7456 -2.7775 -3.5288
C -0.1247 6.3239 2.4030
C -1.0701 -5.2971 0.1100
C 1.7398 -4.7529 -2.1482
C -0.4924 2.8875 -2.0345
C 2.5798 -3.4701 -4.4353
C -2.4505 -4.4723 -1.6309
C 2.5347 -2.5228 0.3077
C -0.1111 4.0111 1.7053
C -1.2941 -4.3102 -0.8661
Be -0.3907 0.3227 -1.9591
H 3.0535 -6.3943 -2.7141
H 1.3789 2.4897 -3.0731
H 0.3466 4.3223 0.8352
H -4.1608 -5.7322 -2.1112
H -1.1607 3.9648 1.4261
H 3.0103 -2.4069 -0.7047
H 1.1477 -2.2520 3.8660
H 0.4491 6.7247 1.4716
H -1.2249 6.4545 2.2543
H -1.9491 -0.5782 2.6250
H -3.7857 1.1454 -0.4961
H 2.1046 0.7883 -3.2688
H 3.5272 -2.0661 3.5620
H -0.7045 1.6721 3.8803
H -2.7168 3.7278 -4.9805
H -0.2871 5.0308 -1.6874
H 1.2536 3.1575 -0.6981
H 1.2704 0.2090 0.4460
H -3.6648 -7.3742 -0.3710
H -1.8063 -1.3466 -1.8986
H 2.8655 -2.9360 -5.2997
H -1.2247 3.2818 3.7172
H -0.8077 2.6407 5.3179
H -0.2384 -5.1772 0.7628
H -2.7817 -3.6888 -2.3390
H 1.5550 -1.7097 -3.6861
H -1.5573 5.6399 -3.6317
H -1.5695 -0.8446 0.9441
H 4.3956 -2.2012 1.1134
H -0.3503 -2.6037 2.2000
H -1.7392 -6.9874 1.1683
H -2.3750 0.1513 -0.6936
H 3.8085 -5.3055 -4.7437
H -0.1131 2.1822 -0.0239
H -2.5765 1.4618 -4.2507
H 0.4044 3.0616 1.9281
H 1.4134 -5.1782 -1.1899
H 1.7622 2.7174 6.0122
H 2.9896 2.0561 -2.2976
H 2.5735 1.4003 0.1231
H 1.6985 1.5509 4.6799
H 2.6697 -0.1374 -0.7605
H 2.8017 2.9970 4.5661
H 0.1000 6.9522 3.2454
*
```

=====

In order of appearance, max |F| = 0.69; 5.59; 2.41; 0.74; 6.65; 3.99 eV/Å.
In order of appearance, electronic energy = -324.526928; -358.827430; -11707.501417; -2080.670568; -1120.239955; -3910.282494 a.u..